No. 1
{"formula": "C39H45N5O3P2SSr", "method": "wB97M-V/def2-TZVPD", "symbols": ["Sr", "S", "P", "P", "O", "O", "O", "N", "N", "N", "N", "N", "C", "C", "C", "C", "C", "C", "C", "C", "C", "C", "C", "C", "C", "C", "C", "C", "C", "C", "C", "C", "C", "C", "C", "C", "C", "C", "C", "C", "C", "C", "C", "C", "C", "C", "C", "C", "C", "C", "C", "H", "H", "H", "H", "H", "H", "H", "H", "H", "H", "H", "H", "H", "H", "H", "H", "H", "H", "H", "H", "H", "H", "H", "H", "H", "H", "H", "H", "H", "H", "H", "H", "H", "H", "H", "H", "H", "H", "H", "H", "H", "H", "H", "H", "H"], "positions_angstrom": [[-1.096, 1.244, -1.050], [0.831, 0.080, 0.688], [0.131, 0.424, -3.172], [-1.887, 2.958, -2.812], [-0.222, -0.531, -2.076], [-2.374, 2.990, -1.386], [-2.168, 3.402, 2.342], [-1.041, -3.213, -1.688], [0.902, -4.231, -1.854], [-1.903, -1.030, 2.834], [-3.309, -1.258, -0.383], [2.064, 1.195, -1.344], [-0.871, -1.397, -6.719], [-4.703, 0.648, -4.859], [2.383, 0.846, -4.946], [-0.469, 5.303, -2.690], [-1.483, 4.875, -4.828], [3.577, 0.434, -5.521], [0.394, 6.210, -3.285], [-4.222, -0.539, -4.301], [3.196, 1.658, -1.931], [3.480, -0.092, 0.121], [4.584, 0.320, -0.556], [-3.081, -0.377, 3.428], [2.431, -1.072, -3.488], [-3.059, 1.897, -3.686], [-1.409, 4.601, -3.458], [-0.049, 2.501, 2.820], [3.618, -1.488, -4.082], [-0.274, -3.935, -2.462], [-0.842, 1.241, -5.848], [-0.581, 0.221, -4.934], [-0.649, 5.819, -5.415], [-0.099, 2.249, -2.745], [-4.756, -1.156, 1.663], [-3.901, -2.021, 0.737], [-2.639, 0.703, -3.095], [1.812, 0.104, -3.911], [-4.128, 1.881, -4.579], [-1.140, -0.372, -7.618], [4.460, 1.262, -1.593], [-0.583, -1.106, -5.397], [-3.141, -0.541, -3.428], [-1.329, 2.601, 1.922], [4.191, -0.738, -5.095], [-4.078, 0.031, 2.351], [2.184, 0.394, -0.245], [0.314, 6.457, -4.653], [-0.329, -3.027, -0.509], [-1.123, 0.942, -7.182], [0.872, -3.654, -0.606], [0.130, 1.462, 3.110], [5.563, -0.062, -0.287], [4.024, 1.023, -6.311], [3.545, -0.770, 0.963], [-3.085, -2.456, 1.314], [-4.849, 0.642, 2.829], [5.323, 1.652, -2.114], [-2.691, -1.453, -3.048], [5.118, -1.059, -5.552], [-0.688, -2.385, 0.278], [1.012, 7.137, -5.124], [0.237, 2.494, -1.723], [-0.877, -2.427, -7.053], [-0.727, 6.023, -6.475], [-0.363, -1.902, -4.694], [1.690, -3.733, 0.090], [-4.678, -1.480, -4.583], [-4.485, 2.783, -5.058], [1.989, -1.633, -2.670], [-3.559, -1.085, 4.113], [0.571, 2.793, -3.409], [-1.327, 1.746, -7.878], [-0.512, -4.276, -3.458], [1.905, 1.749, -5.309], [1.158, 6.689, -2.688], [-5.605, -0.778, 1.074], [-1.644, -0.494, 2.013], [-1.358, -0.599, -8.654], [-2.642, -1.836, -0.886], [-0.133, 3.151, 3.700], [-0.813, 2.284, -5.551], [-2.808, 0.521, 3.990], [0.819, 2.775, 2.207], [-2.198, 4.340, -5.443], [-1.653, 0.933, -2.693], [-3.551, 0.651, 1.627], [-4.540, -2.821, 0.351], [-1.110, -0.961, 3.459], [-0.389, 5.098, -1.628], [-5.154, -1.816, 2.442], [-4.042, -0.920, -0.992], [4.097, -2.399, -3.747], [3.053, 2.384, -2.725], [1.646, -4.789, -2.233], [-5.531, 0.602, -5.554]], "e_lumo_ev": -0.9017, "fmax_ev_per_a": 15.2, "gap_ev": 3.281}

***

No. 2
{"formula": "C39H45N5P2Pb", "method": "wB97M-V/def2-TZVPD", "symbols": ["Pb", "P", "P", "N", "N", "N", "N", "N", "C", "C", "C", "C", "C", "C", "C", "C", "C", "C", "C", "C", "C", "C", "C", "C", "C", "C", "C", "C", "C", "C", "C", "C", "C", "C", "C", "C", "C", "C", "C", "C", "C", "C", "C", "C", "C", "C", "C", "H", "H", "H", "H", "H", "H", "H", "H", "H", "H", "H", "H", "H", "H", "H", "H", "H", "H", "H", "H", "H", "H", "H", "H", "H", "H", "H", "H", "H", "H", "H", "H", "H", "H", "H", "H", "H", "H", "H", "H", "H", "H", "H", "H", "H"], "positions_angstrom": [[0.518, -3.116, 1.612], [1.792, -1.243, -3.896], [-1.641, -0.859, -3.678], [2.442, -2.452, -5.016], [3.189, -0.139, -4.086], [-3.312, -1.086, -4.317], [-1.764, 0.899, -3.688], [-0.990, -0.236, 5.588], [-5.237, -1.119, -5.541], [-0.585, 1.533, 0.672], [0.072, 3.240, 7.648], [-1.978, 1.839, -4.700], [3.291, -3.607, -6.785], [4.842, 1.222, -4.845], [-1.082, 2.541, 8.045], [-1.488, 2.971, -2.787], [-5.142, -2.351, -4.815], [-0.798, 2.495, 3.010], [-1.868, 3.120, -4.162], [0.552, 1.534, 6.006], [2.839, -2.363, -6.354], [3.792, 0.393, -5.230], [-1.442, -3.269, 7.655], [-3.967, -2.307, -4.077], [-1.138, 1.584, 2.082], [-0.629, 0.819, 6.369], [3.862, 0.384, -2.972], [1.257, 3.546, 1.854], [1.948, 1.190, 1.293], [-0.699, -0.931, -5.265], [-4.116, -0.363, -5.207], [-1.413, 1.331, 7.441], [-1.374, -1.458, 6.014], [0.154, 3.650, 2.934], [2.131, 2.343, 1.928], [0.727, -0.353, -5.174], [1.090, -2.272, 3.562], [-2.111, -4.087, 6.728], [-1.411, 1.606, -2.535], [-2.350, -3.632, 5.422], [0.896, 2.715, 6.639], [0.724, 0.714, 0.572], [-2.038, -2.320, 5.069], [3.122, -4.517, -5.688], [4.874, 1.228, -3.414], [-1.083, -1.968, 7.315], [2.604, -3.790, -4.621], [3.694, -3.830, -7.765], [-6.029, -0.823, -6.222], [5.498, 1.756, -5.517], [-1.355, 0.969, 0.115], [3.351, -5.574, -5.700], [0.501, -0.327, 0.911], [0.816, 3.673, 0.860], [1.717, -3.038, 4.051], [-2.300, 0.776, 7.746], [3.539, 0.112, -1.981], [3.036, 2.452, 2.525], [1.155, 1.116, 5.195], [-1.225, 2.368, 4.010], [-1.106, 1.047, -1.672], [-2.850, -4.275, 4.687], [2.747, -1.448, -6.917], [-1.213, -3.651, 8.654], [0.336, 4.191, 8.122], [-5.859, -3.164, -4.844], [0.651, 3.734, 3.914], [-0.469, 2.508, 0.147], [-1.719, 2.952, 8.832], [3.427, 0.175, -6.219], [-1.294, 3.764, -2.077], [1.923, 4.405, 2.019], [-2.174, 1.539, -5.718], [1.701, -1.360, 3.405], [-3.528, -3.023, -3.399], [2.322, -4.092, -3.624], [5.553, 1.801, -2.803], [0.250, -2.039, 4.221], [-1.238, -0.388, -6.052], [-0.669, -2.001, -5.529], [2.751, 0.443, 1.248], [-2.271, -1.909, 4.090], [-2.459, -5.084, 7.013], [-0.623, -1.298, 8.043], [-2.044, 4.051, -4.686], [0.981, 0.632, -0.502], [1.212, -0.409, -6.166], [0.722, 0.705, -4.847], [-2.084, 1.033, 2.234], [1.814, 3.232, 6.335], [-3.868, 0.633, -5.527], [-0.385, 4.607, 2.785]], "e_lumo_ev": [-0.7576, -1.5700], "fmax_ev_per_a": 3.3, "gap_ev": [7.124, 4.471]}

***

No. 3
{"formula": "C39H46AuN4O3S6", "method": "wB97M-V/def2-TZVPD", "symbols": ["Au", "S", "S", "S", "S", "S", "S", "O", "O", "O", "N", "N", "N", "N", "C", "C", "C", "C", "C", "C", "C", "C", "C", "C", "C", "C", "C", "C", "C", "C", "C", "C", "C", "C", "C", "C", "C", "C", "C", "C", "C", "C", "C", "C", "C", "C", "C", "C", "C", "C", "C", "C", "C", "H", "H", "H", "H", "H", "H", "H", "H", "H", "H", "H", "H", "H", "H", "H", "H", "H", "H", "H", "H", "H", "H", "H", "H", "H", "H", "H", "H", "H", "H", "H", "H", "H", "H", "H", "H", "H", "H", "H", "H", "H", "H", "H", "H", "H", "H"], "positions_angstrom": [[0.546, -0.044, 1.022], [-0.892, -0.373, -2.787], [-1.894, 2.370, 1.580], [-1.865, 0.473, -6.135], [-2.294, -2.374, -6.336], [-2.437, -5.220, -5.502], [-1.441, -3.112, -3.665], [-1.754, -1.355, 1.246], [-0.628, 1.798, 0.983], [-3.718, -2.387, 1.205], [1.754, -1.688, 1.757], [-2.960, -4.469, -0.122], [2.700, 0.048, -0.420], [2.028, -3.159, -0.015], [3.101, 4.010, -1.799], [-1.877, -5.458, 1.708], [2.424, -4.491, -0.499], [3.958, 2.136, -0.558], [-3.087, 2.620, 3.995], [-0.464, 1.468, -5.562], [2.043, -2.872, 1.306], [4.870, -1.905, -0.487], [-2.701, -5.791, 0.471], [4.068, -1.603, -1.716], [-1.739, -1.065, -5.332], [6.116, -1.402, -0.288], [-3.059, 1.339, -0.636], [1.847, 1.961, -1.683], [-4.099, 0.884, -1.430], [2.844, 1.379, -0.906], [2.640, -1.049, -1.391], [-1.863, -3.552, 0.223], [-0.965, -4.341, 1.193], [-5.587, 1.020, 0.450], [4.782, -0.657, -2.635], [1.974, 3.267, -2.123], [6.729, -0.541, -1.219], [-2.432, -2.310, 0.939], [2.440, -3.951, 2.281], [-2.089, -3.667, -5.181], [6.025, -0.176, -2.384], [1.635, -2.160, -1.005], [-1.614, 0.720, 3.857], [-3.287, 1.613, 0.702], [4.085, 3.442, -1.006], [1.587, -5.029, -1.658], [-4.548, 1.463, 1.255], [-1.943, 0.380, 5.161], [-2.209, 1.820, 3.273], [-1.357, -1.381, -4.031], [-5.366, 0.728, -0.887], [-2.853, 1.147, 5.875], [-3.416, 2.274, 5.296], [-0.504, 2.371, -6.169], [-2.122, -6.434, -0.201], [1.180, 3.719, -2.706], [-0.569, -3.700, 1.979], [3.200, 5.029, -2.147], [-4.733, 1.679, 2.296], [-1.486, -0.486, 5.621], [0.525, -4.823, -1.511], [-2.523, -5.093, 2.509], [-2.067, 1.472, -1.049], [0.464, 0.936, -5.752], [-0.904, 0.128, 3.296], [-1.325, -6.321, 2.074], [6.655, -1.670, 0.613], [4.437, -2.562, 0.256], [2.425, -3.551, 3.291], [3.884, -2.541, -2.272], [-3.147, -4.518, -1.115], [2.242, -0.631, -2.319], [-3.502, 3.512, 3.539], [-3.998, -3.251, 0.809], [-3.112, 0.874, 6.889], [4.728, 1.692, 0.064], [-3.920, 0.668, -2.476], [1.826, -1.632, 2.761], [-4.105, 2.889, 5.859], [7.729, -0.171, -1.045], [4.261, -0.380, -3.545], [6.491, 0.497, -3.092], [1.387, -2.682, -1.924], [4.963, 4.015, -0.738], [-0.563, 1.712, -4.513], [2.335, -5.192, 0.325], [1.747, -4.791, 2.248], [1.889, -4.621, -2.621], [3.418, -0.149, 0.268], [-0.133, -4.782, 0.640], [3.444, -4.329, 2.082], [3.480, -4.473, -0.792], [-6.573, 0.898, 0.878], [0.957, 1.394, -1.912], [-6.184, 0.382, -1.506], [0.726, -1.661, -0.659], [-3.642, -6.290, 0.699], [-1.300, -3.192, -0.642], [1.717, -6.110, -1.708]], "multiplicity": 3, "e_lumo_ev": [-2.6236, -4.7554], "total_charge": 1, "fmax_ev_per_a": 0.7, "gap_ev": [6.489, 5.117]}